1.
20
Properties=species:S:1:pos:R:3:lowdin_charge:R:1 method="wB97M-V/def2-TZVPD" total_energy_ev=-10868.7592 fmax_ev_per_a=4.037 smiles="CC=C1CNC(=N)NC1" e_lumo_ev=0.81 homo_energy_ev=-8.4 gap_ev=9.212 multiplicity=1
N 3.547 -0.038 -0.321 0.091
N 1.503 -1.080 0.163 0.031
N 1.522 1.053 -0.509 0.035
C -1.917 0.527 -0.077 -0.110
C -0.554 0.325 0.112 -0.272
C 2.275 -0.042 -0.273 -0.601
C 0.404 1.378 0.436 -0.149
C 0.056 -1.049 0.241 -0.162
C -3.033 -0.381 -0.454 -0.083
H -0.103 2.336 0.246 0.119
H -0.233 -1.553 1.340 0.174
H 4.113 -0.896 -0.080 0.055
H -3.522 0.013 -1.289 0.056
H -3.621 -0.378 0.513 0.111
H -2.679 -1.347 -0.673 0.043
H -2.252 1.483 0.233 0.086
H 1.950 -1.970 0.102 0.124
H -0.459 -1.654 -0.664 0.149
H 2.107 1.890 -0.578 0.132
H 0.897 1.382 1.532 0.170



2.
77
Properties=species:S:1:pos:R:3:lowdin_charge:R:1 method="wB97M-V/def2-TZVPD" total_energy_ev=-156801.2632 total_charge=+1 fmax_ev_per_a=1.065 e_lumo_ev=-2.17 homo_energy_ev=-9.8 gap_ev=7.581 multiplicity=1
Cs 0.381 -1.238 -0.163 0.949
Te -2.848 -2.430 -3.778 0.448
Br 3.496 0.315 0.221 0.756
P -2.205 2.187 -0.955 1.047
P -0.844 -1.274 -3.397 0.001
P 1.648 0.017 3.005 1.024
F 3.393 -1.172 5.265 0.119
F 7.429 -1.508 2.965 0.157
F 5.971 -1.810 5.230 0.151
F 6.277 -0.558 0.734 0.092
O -0.434 -0.360 -4.655 -0.305
O -0.862 -0.315 -2.242 -0.741
O 0.449 -2.217 -3.120 -0.380
N -2.532 2.873 -3.639 -0.139
N -4.179 1.306 -2.754 -0.064
N -4.279 3.654 -2.152 -0.149
C 5.541 -0.689 1.833 -0.262
C 1.882 2.601 3.861 -0.105
C -3.407 0.890 -1.539 -0.294
C -0.316 -0.876 -5.996 -0.286
C 4.199 -0.350 1.848 -0.576
C 1.322 -2.729 3.593 -0.104
C 0.595 -3.823 4.041 -0.068
C -0.428 -1.263 4.339 -0.108
C -0.640 -3.640 4.645 -0.072
C -3.255 1.684 -3.926 -0.106
C -3.436 3.965 -3.305 -0.162
C -1.149 -2.357 4.792 -0.069
C -3.496 3.540 -0.910 -0.321
C 1.409 1.077 5.660 -0.091
C 1.639 1.302 4.304 -0.375
C 4.063 -0.986 4.129 -0.213
C 5.403 -1.332 4.132 -0.128
C 0.825 -1.436 3.749 -0.411
C 6.147 -1.180 2.978 -0.128
C 1.443 2.135 6.555 -0.065
C 3.422 -0.485 3.002 -0.320
C -1.506 2.663 -2.613 -0.310
C 1.138 -0.988 -6.392 -0.060
C 0.616 -3.521 -3.720 -0.309
C 1.712 3.422 6.109 -0.073
C 1.933 3.656 4.760 -0.076
C 0.584 -4.579 -2.644 -0.071
C -5.066 2.503 -2.433 -0.119
H -0.392 -4.589 -2.155 0.071
H 1.001 -4.820 3.927 0.110
H -5.692 2.672 -3.309 0.144
H -3.011 4.499 -0.723 0.091
H 1.213 -1.351 -7.417 0.086
H -2.111 -2.206 5.265 0.110
H -3.916 1.825 -4.782 0.148
H 1.264 1.951 7.606 0.110
H 1.203 0.079 6.021 0.102
H -0.178 -3.694 -4.449 0.070
H 0.755 -5.563 -3.080 0.088
H 2.135 4.659 4.407 0.107
H -0.836 -1.835 -6.066 0.071
H 2.037 2.789 2.804 0.098
H 1.671 -1.682 -5.742 0.063
H -4.748 0.513 -3.058 0.158
H -2.864 -0.018 -1.793 0.010
H -2.853 4.859 -3.089 0.136
H 2.292 -2.890 3.136 0.106
H -4.132 0.681 -0.750 0.102
H 1.574 -3.505 -4.239 0.116
H -5.684 2.222 -1.580 0.142
H -0.842 -0.170 -6.638 0.120
H -4.179 3.363 -0.077 0.089
H -4.081 4.166 -4.162 0.137
H 1.630 -0.017 -6.332 0.083
H 1.743 4.243 6.813 0.108
H -0.836 -0.266 4.461 0.110
H 1.364 -4.401 -1.901 0.075
H -0.937 3.587 -2.492 0.096
H -1.201 -4.492 5.004 0.109
H -2.594 0.835 -4.092 0.088
H -0.827 1.879 -2.939 0.066



3.
22
Properties=species:S:1:pos:R:3:lowdin_charge:R:1 method="wB97M-V/def2-TZVPD" total_energy_ev=-30581.1468 total_charge=+1 fmax_ev_per_a=5.747 e_lumo_ev=-9.02 homo_energy_ev=-13.5 gap_ev=4.503 multiplicity=1
S -1.605 -0.899 -1.597 0.933
S 1.259 -2.152 -2.415 0.659
O 3.219 -0.175 -0.982 -0.100
O -2.821 1.115 0.215 -0.071
N 1.042 -0.331 1.208 0.201
C -0.657 0.311 -0.674 -0.502
C -0.296 0.150 0.901 -0.344
C -0.436 1.463 1.760 -0.025
H -0.212 1.157 2.785 0.100
H 1.686 0.282 1.575 0.087
H 3.715 -0.742 -0.350 0.064
H -0.188 -1.730 -2.094 -0.279
H -1.056 1.327 -0.767 0.122
H 0.327 0.391 -1.168 0.067
H -1.166 -0.569 1.151 0.163
H 1.296 -1.102 0.664 0.064
H 2.708 -0.879 -1.368 -0.147
H 0.216 2.226 1.570 0.058
H -2.928 0.440 -0.463 -0.033
H -3.677 1.338 0.528 0.069
H 1.006 -3.457 -2.139 -0.143
H -1.433 1.836 1.660 0.059



4.
16
Properties=species:S:1:pos:R:3:lowdin_charge:R:1 method="wB97M-V/def2-TZVPD" total_energy_ev=-10439.4266 fmax_ev_per_a=6.797 e_lumo_ev=-1.10 homo_energy_ev=-9.2 gap_ev=8.061 multiplicity=1
O 1.478 1.298 0.308 -0.062
O 0.112 0.356 -2.345 -0.159
C 0.261 -0.268 -0.994 -0.342
C 0.204 0.775 0.083 -0.412
C -0.886 -1.338 -0.741 -0.043
C -0.108 0.028 2.438 0.046
C -1.395 -1.048 0.409 -0.037
C -0.397 0.020 1.110 -0.281
H -1.200 -2.109 -1.447 0.112
H 1.542 -0.105 -2.986 0.334
H 0.905 0.609 2.687 0.086
H -2.371 -1.496 0.969 0.154
H -0.411 -0.655 3.346 0.096
H 2.023 0.655 1.012 0.185
H -0.420 1.728 -0.104 0.208
H 1.134 -0.882 -1.013 0.115